# 1
{
  "formula": "C4H6F8InN2O10S4",
  "method": "wB97M-V/def2-TZVPD",
  "symbols": ["In", "C", "F", "F", "F", "S", "O", "O", "N", "S", "O", "O", "C", "F", "F", "F", "N", "S", "O", "O", "F", "S", "O", "O", "F", "C", "C", "O", "O", "H", "H", "H", "H", "H", "H"],
  "xyz": [[-1.738, -0.825, -0.466], [-0.010, 1.130, 3.316], [1.161, 0.551, 3.308], [-0.956, 0.219, 3.324], [-0.154, 1.990, 4.289], [-0.179, 2.185, 1.718], [-1.578, 2.397, 1.567], [0.604, 3.348, 1.830], [0.309, 1.024, 0.479], [1.861, 1.284, 0.092], [1.943, 2.210, -1.003], [2.740, 1.539, 1.180], [2.393, -0.368, -0.663], [1.294, -1.014, -1.098], [3.171, -0.088, -1.688], [3.020, -1.071, 0.242], [-0.428, -3.181, 0.320], [-0.050, -4.589, -0.337], [-0.293, -5.683, 0.510], [1.092, -4.478, -1.167], [-1.226, -4.646, -1.395], [0.544, -3.221, 1.688], [1.918, -3.031, 1.403], [0.162, -3.995, 2.790], [0.072, -1.740, 2.079], [-0.983, 2.054, -2.721], [-2.398, 2.307, -2.239], [-2.444, 1.864, -0.882], [-0.636, 0.706, -2.359], [-0.270, 2.729, -2.232], [-0.906, 2.260, -3.792], [-3.041, 1.663, -2.838], [-2.586, 3.376, -2.292], [-2.657, 2.576, -0.267], [0.248, 0.518, -2.697]],
  "nbo_charge": [1.31, 0.83, -0.27, -0.28, -0.26, 2.13, -0.92, -0.83, -0.95, 2.14, -0.83, -0.76, 0.77, -0.34, -0.27, -0.26, -1.03, 2.46, -0.78, -0.82, -0.48, 2.44, -0.83, -0.78, -0.52, -0.09, -0.10, -0.77, -0.78, 0.20, 0.21, 0.19, 0.22, 0.53, 0.51],
  "charge": 1,
  "e_above_lowest_kcal_mol": 0.0,
  "lumo_energy_ev": -10.7,
  "gap_ev": 3.0,
  "homo_energy_ev": -13.8,
  "energy_ev": -97937.6937
}


# 2
{
  "formula": "C17H20N4OReS2",
  "method": "wB97M-V/def2-TZVPD",
  "symbols": ["Re", "N", "C", "C", "C", "C", "C", "C", "S", "N", "C", "C", "C", "C", "C", "C", "N", "H", "H", "H", "H", "H", "H", "H", "H", "H", "N", "C", "H", "C", "C", "S", "O", "C", "C", "H", "H", "H", "H", "H", "H", "H", "H", "H", "H"],
  "xyz": [[-0.439, -1.104, 0.735], [-2.234, 2.276, -1.223], [-1.375, 3.208, -1.785], [-1.877, 4.289, -2.504], [-1.005, 5.221, -3.055], [0.379, 5.073, -2.907], [0.898, 4.013, -2.176], [0.030, 3.083, -1.611], [0.701, 1.744, -0.696], [-0.650, 0.832, -0.230], [-1.909, 1.207, -0.492], [-2.944, 0.406, 0.176], [-4.311, 0.667, 0.135], [-5.168, -0.005, 1.002], [-4.633, -0.956, 1.863], [-3.275, -1.236, 1.784], [-2.434, -0.584, 0.969], [-3.227, 2.456, -1.378], [-2.943, 4.407, -2.638], [-1.402, 6.066, -3.601], [1.050, 5.788, -3.364], [1.967, 3.921, -2.049], [-4.730, 1.394, -0.544], [-6.224, 0.231, 1.015], [-5.255, -1.472, 2.582], [-2.845, -2.006, 2.419], [0.084, -0.445, 3.759], [-0.108, -0.607, 2.631], [0.246, -0.260, 4.738], [2.872, -4.198, 2.560], [3.310, -3.265, 1.466], [2.159, -3.318, 0.013], [1.166, -2.154, 0.321], [3.168, -2.603, -1.386], [4.516, -2.029, -1.050], [3.637, -4.192, 3.347], [2.810, -5.232, 2.224], [1.940, -3.896, 3.030], [4.275, -3.590, 1.080], [3.349, -2.224, 1.790], [2.518, -1.853, -1.839], [3.271, -3.449, -2.068], [4.475, -1.185, -0.366], [4.942, -1.648, -1.984], [5.225, -2.770, -0.692]],
  "nbo_charge": [1.30, -0.39, 0.26, -0.22, -0.06, -0.05, -0.19, -0.22, 0.92, -0.66, 0.45, 0.09, -0.14, -0.08, -0.15, 0.09, -0.47, 0.47, 0.27, 0.29, 0.29, 0.28, 0.25, 0.29, 0.30, 0.25, -0.47, 0.29, 0.51, -0.64, -0.53, 1.22, -0.95, -0.52, -0.65, 0.28, 0.26, 0.21, 0.28, 0.25, 0.24, 0.28, 0.22, 0.28, 0.25],
  "charge": 4,
  "spin_multiplicity": 2,
  "lumo_energy_ev": [-16.4, -16.3],
  "gap_ev": [3.9, 4.2],
  "homo_energy_ev": [-20.4, -20.5],
  "energy_ev": -49715.9367
}


# 3
{
  "formula": "C24H36N4OS",
  "method": "wB97M-V/def2-TZVPD",
  "symbols": ["C", "C", "C", "C", "C", "C", "C", "N", "C", "C", "C", "N", "C", "O", "C", "C", "C", "C", "N", "C", "N", "C", "C", "C", "C", "C", "C", "S", "C", "C", "H", "H", "H", "H", "H", "H", "H", "H", "H", "H", "H", "H", "H", "H", "H", "H", "H", "H", "H", "H", "H", "H", "H", "H", "H", "H", "H", "H", "H", "H", "H", "H", "H", "H", "H", "H"],
  "xyz": [[-4.435, -3.925, 0.836], [-4.284, -2.843, -0.225], [-3.531, -1.608, 0.316], [-2.011, -1.797, 0.238], [-1.493, -1.724, -1.195], [-1.980, -0.442, -1.861], [-3.497, -0.316, -1.735], [-3.872, -0.344, -0.331], [-5.213, 0.145, -0.035], [-5.239, 1.009, 1.233], [-4.540, 2.349, 1.035], [-3.138, 2.131, 0.759], [-2.289, 3.161, 0.548], [-2.609, 4.329, 0.674], [-0.916, 2.727, 0.151], [-0.214, 3.479, -0.792], [1.036, 3.096, -1.232], [1.609, 1.938, -0.717], [2.825, 1.426, -1.060], [3.100, 0.346, -0.419], [4.194, -0.400, -0.620], [4.598, -1.448, 0.287], [5.641, -0.926, 1.277], [6.844, -0.351, 0.525], [7.875, 0.216, 1.495], [6.359, 0.723, -0.453], [5.290, 0.156, -1.388], [1.844, -0.187, 0.746], [0.905, 1.202, 0.262], [-0.343, 1.586, 0.701], [-3.463, -4.255, 1.195], [-5.005, -3.554, 1.686], [-4.957, -4.788, 0.427], [-3.759, -3.256, -1.086], [-5.279, -2.544, -0.564], [-3.806, -1.493, 1.372], [-1.742, -2.755, 0.685], [-1.531, -1.012, 0.823], [-1.840, -2.587, -1.768], [-0.402, -1.750, -1.190], [-1.701, -0.432, -2.916], [-1.509, 0.419, -1.381], [-3.811, 0.643, -2.155], [-3.986, -1.115, -2.315], [-5.557, 0.753, -0.875], [-5.932, -0.678, 0.087], [-4.758, 0.472, 2.053], [-6.278, 1.191, 1.511], [-4.629, 2.972, 1.932], [-5.007, 2.902, 0.209], [-2.935, 1.198, 0.408], [-0.679, 4.374, -1.177], [1.576, 3.670, -1.968], [3.722, -1.832, 0.812], [5.028, -2.260, -0.311], [5.956, -1.737, 1.935], [5.189, -0.145, 1.892], [7.311, -1.159, -0.051], [8.733, 0.608, 0.954], [8.222, -0.555, 2.178], [7.442, 1.024, 2.081], [7.194, 1.101, -1.043], [5.931, 1.558, 0.106], [4.886, 0.933, -2.037], [5.713, -0.647, -2.000], [-0.852, 1.029, 1.473]],
  "nbo_charge": [-0.60, -0.43, -0.03, -0.40, -0.41, -0.40, -0.22, -0.49, -0.21, -0.41, -0.21, -0.65, 0.66, -0.63, -0.15, -0.16, -0.22, 0.12, -0.53, 0.34, -0.43, -0.20, -0.41, -0.22, -0.60, -0.41, -0.22, 0.27, -0.15, -0.23, 0.20, 0.20, 0.21, 0.20, 0.20, 0.20, 0.21, 0.20, 0.19, 0.22, 0.21, 0.21, 0.20, 0.17, 0.20, 0.18, 0.20, 0.22, 0.21, 0.19, 0.44, 0.23, 0.22, 0.21, 0.20, 0.21, 0.21, 0.19, 0.21, 0.21, 0.20, 0.21, 0.21, 0.25, 0.19, 0.22],
  "smiles": "CC[C@H]1CCCCN1CCCNC(=O)c1ccc2nc(N3CCC(C)CC3)sc2c1",
  "e_above_lowest_kcal_mol": 0.0,
  "lumo_energy_ev": 0.6,
  "gap_ev": 8.4,
  "homo_energy_ev": -7.8,
  "energy_ev": -44317.6315
}


# 4
{
  "formula": "C9H19INO3V",
  "method": "wB97M-V/def2-TZVPD",
  "symbols": ["O", "V", "O", "I", "C", "C", "C", "C", "C", "C", "N", "O", "C", "C", "C", "H", "H", "H", "H", "H", "H", "H", "H", "H", "H", "H", "H", "H", "H", "H", "H", "H", "H", "H"],
  "xyz": [[6.973, 0.991, 7.962], [7.805, 2.005, 7.130], [7.946, 1.241, 5.825], [7.311, 4.502, 6.851], [12.012, 3.401, 4.445], [12.605, 3.597, 5.825], [13.728, 4.691, 5.704], [14.490, 4.963, 7.010], [13.356, 5.375, 7.928], [12.113, 4.468, 8.184], [11.617, 4.104, 6.837], [10.461, 3.092, 7.048], [12.399, 3.315, 9.117], [10.985, 5.314, 8.842], [13.309, 2.267, 6.169], [11.244, 2.634, 4.383], [11.707, 4.360, 4.039], [12.785, 3.122, 3.757], [14.408, 4.327, 4.885], [13.258, 5.633, 5.358], [15.105, 4.102, 7.239], [15.114, 5.818, 6.923], [12.982, 6.340, 7.546], [13.830, 5.511, 8.897], [13.424, 2.991, 9.070], [11.754, 2.484, 8.712], [12.071, 3.674, 10.045], [10.159, 4.728, 9.248], [10.664, 6.128, 8.100], [11.468, 5.888, 9.644], [13.951, 1.831, 5.345], [13.874, 2.309, 7.079], [12.507, 1.543, 6.292], [9.775, 3.535, 6.485]],
  "mulliken_charge": [-0.62, 1.19, -0.53, -0.16, -2.09, 1.75, -1.31, -0.55, -1.28, 1.72, -0.07, -0.10, -1.70, -1.73, -1.67, 0.39, 0.46, 0.49, 0.36, 0.41, 0.33, 0.39, 0.41, 0.37, 0.34, 0.23, 0.58, 0.31, 0.34, 0.47, 0.34, 0.38, 0.35, 0.19],
  "lumo_energy_ev": -1.6,
  "gap_ev": 7.7,
  "homo_energy_ev": -9.4,
  "energy_ev": -51060.2546
}